{
  "formula": "C5H2ClF6O7P",
  "method": "ωB97M-V with the def2-TZVPD basis set",
  "elements": ["O", "C", "O", "C", "F", "F", "C", "F", "F", "C", "F", "F", "C", "O", "O", "P", "O", "O", "O", "Cl", "H", "H"],
  "coordinates": [[1.439715, 1.498146, 1.104827], [0.988377, 0.513644, 1.922725], [2.027672, -0.237997, 2.669334], [-0.624918, 0.275437, 2.013059], [-1.024713, 0.165135, 3.462775], [-1.264320, 1.559014, 1.537085], [-1.238070, -0.913640, 1.085641], [-2.272420, -0.410184, 0.106189], [-2.014895, -1.819155, 2.013010], [-0.164242, -1.869133, 0.312231], [0.820224, -2.558058, 1.201421], [-0.976128, -2.989941, -0.297825], [0.562471, -1.139228, -1.005713], [1.902129, -0.947608, -0.866885], [-0.213659, -0.799101, -2.208203], [-0.158535, 0.905749, -2.572691], [-0.597738, 1.038346, -4.118638], [1.412968, 1.639763, -2.417765], [-1.366594, 1.854573, -1.687763], [-1.741674, 3.157252, -2.743718], [2.727372, -0.508100, 1.975646], [1.776979, 1.585084, -1.484741]],
  "atomic_forces_ev_per_a": [[-3.590, -6.624, 4.962], [5.315, 4.644, -3.617], [-3.017, 0.888, -3.038], [-1.588, 3.152, 2.007], [1.346, -0.015, -4.881], [2.177, -4.251, 1.505], [-3.617, -1.828, 1.014], [3.999, -1.574, 3.142], [2.611, 2.834, -2.969], [-0.816, -3.330, -1.558], [-3.347, 2.923, -2.913], [2.376, 3.448, 1.961], [7.055, 0.622, 0.786], [-9.392, -1.061, -1.210], [2.180, 1.833, 4.309], [-0.967, 2.753, -7.783], [2.243, -1.285, 6.575], [-3.276, -2.256, 1.796], [2.370, -1.690, -1.008], [-0.067, -0.205, 0.807], [-1.479, 0.957, 1.246], [-0.517, 0.066, -1.134]],
  "max_force_ev_per_a": 9.5,
  "homo_ha": -0.39974,
  "gap_ev": 8.3,
  "total_energy_ev": -57657.83731
}

{
  "formula": "C4H10N2O2",
  "method": "ωB97M-V with the def2-TZVPD basis set",
  "elements": ["C", "C", "N", "C", "H", "H", "H", "H", "H", "H", "H", "N", "C", "O", "O", "H", "H", "H"],
  "coordinates": [[2.297172, -0.872725, -0.301416], [1.296854, 0.144930, 0.156413], [0.563746, 0.777988, -0.714629], [-0.081850, 1.984133, -0.210119], [2.371870, -1.670358, 0.441586], [2.007563, -1.294056, -1.266929], [3.275126, -0.391469, -0.391436], [1.424106, 0.507231, 1.190673], [-0.243698, 1.973619, 0.876094], [0.499731, 2.874320, -0.471732], [-1.064598, 2.082272, -0.682394], [-2.366959, -0.317251, 0.807294], [-1.433312, -1.083608, 0.220773], [-0.496851, -1.637261, 0.809735], [-1.784879, -1.366857, -1.039532], [-2.211135, -0.006494, 1.752528], [-3.024545, 0.168217, 0.216869], [-1.028340, -1.872629, -1.393776]],
  "atomic_forces_ev_per_a": [[-0.606, -0.427, 0.341], [-0.067, 1.857, -2.202], [1.591, -0.744, 1.933], [-0.588, -0.163, -0.068], [0.083, -0.025, -0.132], [0.086, 0.110, 0.106], [-0.071, -0.002, 0.003], [-0.381, -0.153, -0.152], [0.158, 0.027, -0.012], [-0.008, -0.166, -0.037], [0.113, 0.100, 0.015], [-0.180, 0.709, 0.136], [0.551, -2.103, 1.471], [-1.202, 0.914, -0.886], [0.866, -0.074, -0.540], [-0.002, -0.043, -0.213], [0.080, -0.031, 0.226], [-0.423, 0.216, 0.012]],
  "max_force_ev_per_a": 2.9,
  "relative_energy_kcal_mol": 34.00,
  "homo_ha": -0.35054,
  "gap_ev": 10.4,
  "total_energy_ev": -11385.42852
}

{
  "formula": "C6H10O",
  "method": "ωB97M-V with the def2-TZVPD basis set",
  "elements": ["C", "C", "C", "C", "C", "C", "O", "H", "H", "H", "H", "H", "H", "H", "H", "H", "H"],
  "coordinates": [[0.660250, -0.502084, -2.057007], [0.247838, -0.649930, -0.600759], [1.133092, 0.243882, 0.323571], [0.350434, 1.015032, 1.350890], [-0.885452, 0.654271, 1.679035], [-1.516676, -0.470624, 0.902107], [-1.135052, -0.381013, -0.463971], [1.744478, -0.646733, -2.128240], [0.423794, 0.499169, -2.433436], [0.175037, -1.241531, -2.701053], [0.399030, -1.701784, -0.302899], [1.746334, 0.940033, -0.262327], [1.842487, -0.420609, 0.833974], [0.819094, 1.890621, 1.794634], [-1.469809, 1.201006, 2.414703], [-1.203707, -1.453301, 1.299150], [-2.607971, -0.429619, 0.950380]],
  "atomic_forces_ev_per_a": [[-0.013, -0.005, 0.001], [0.332, -0.076, 0.020], [-0.019, -0.011, -0.061], [-0.167, -0.041, 0.054], [0.161, 0.074, -0.103], [-0.113, -0.017, 0.089], [0.017, -0.004, -0.005], [-0.163, 0.006, -0.037], [0.008, -0.115, 0.127], [-0.012, 0.110, 0.149], [0.030, 0.120, 0.002], [-0.166, -0.102, -0.025], [-0.012, 0.163, -0.020], [-0.033, -0.167, 0.025], [0.096, -0.111, -0.070], [-0.093, 0.129, -0.019], [0.149, 0.047, -0.127]],
  "max_force_ev_per_a": 0.3,
  "relative_energy_kcal_mol": 11.75,
  "homo_ha": -0.34376,
  "gap_ev": 10.5,
  "total_energy_ev": -8430.73104
}

{
  "formula": "CHIN2",
  "method": "ωB97M-V with the def2-TZVPD basis set",
  "elements": ["C", "N", "N", "I", "H"],
  "coordinates": [[-1.585868, -0.158108, 0.528495], [-2.530207, -0.444271, 1.176142], [-0.674751, 0.172774, -0.238524], [0.513383, -3.745028, -0.588379], [0.308030, 0.131750, -0.022609]],
  "atomic_forces_ev_per_a": [[0.288, -0.172, 0.480], [-0.911, -0.274, 0.612], [0.566, 0.631, -1.621], [-0.007, 0.034, 0.005], [0.064, -0.218, 0.524]],
  "max_force_ev_per_a": 1.8,
  "relative_energy_kcal_mol": 33.22,
  "homo_ha": [-0.37593, -0.38872],
  "gap_ev": [6.7, 8.0],
  "total_energy_ev": -12130.98956
}